ORCA calculation (ωB97M-V with the def2-TZVPD basis set) on a structure of composition C29H31GdNO2PS.

Positions of all 66 atoms, in Å:
Gd 1.119 0.080 1.313
O 3.262 0.385 1.312
N 4.003 1.488 1.505
C 5.372 1.256 1.705
C 6.215 2.283 1.730
C 5.709 3.614 1.817
C 4.359 3.805 1.754
C 3.403 2.684 1.587
S 1.674 2.867 1.506
H 5.641 0.258 1.856
H 7.301 2.161 1.718
H 6.377 4.487 1.928
H 3.943 4.822 1.805
C -2.066 1.058 1.726
C -3.127 0.951 0.579
C -4.405 1.473 0.806
C -5.356 1.421 -0.204
C -5.034 0.819 -1.456
C -3.740 0.495 -1.714
C -2.754 0.501 -0.675
P -1.033 0.079 -1.082
C -0.794 0.810 -2.684
C -0.648 2.235 -2.562
C -0.540 3.048 -3.676
C -0.526 2.489 -4.952
C -0.650 1.089 -5.086
C -0.892 0.240 -3.995
C -1.320 -1.195 -4.273
C -1.024 -1.732 -1.198
C -2.184 -2.472 -1.530
C -2.132 -3.848 -1.577
C -1.031 -4.491 -1.030
C 0.116 -3.821 -0.645
C 0.213 -2.406 -0.825
C 1.369 -1.607 -0.722
H -1.647 0.046 1.945
H -2.544 1.520 2.608
H -1.286 1.758 1.384
H -4.684 1.971 1.764
H -6.342 1.826 0.019
H -5.809 0.857 -2.219
H -3.393 0.285 -2.701
H -0.579 2.638 -1.569
H -0.392 4.140 -3.571
H -0.543 3.136 -5.816
H -0.644 0.642 -6.078
H -1.172 -1.406 -5.362
H -2.363 -1.417 -4.037
H -0.634 -1.858 -3.763
H -3.071 -1.935 -1.852
H -3.022 -4.365 -2.082
H -1.072 -5.594 -0.940
H 0.940 -4.422 -0.198
H 1.538 -1.012 -1.618
H 2.299 -2.117 -0.435
C 0.070 -1.786 5.093
C 1.250 -1.283 4.225
C 2.440 -2.239 4.314
O 0.705 -1.212 2.897
H 0.516 -1.990 6.081
H -0.277 -2.767 4.717
H -0.745 -1.075 5.119
H 1.483 -0.272 4.586
H 2.089 -3.273 4.309
H 3.162 -2.030 5.103
H 2.911 -2.094 3.312

Kohn-Sham gap (spin up / spin down)   3.5 / 5.9 eV
HOMO (spin up / spin down)   -0.9758 / -3.3373 eV
2S+1   7
Charge   -1
E   -77116.254 eV

Mulliken atomic charge list, values in e, 6 entries:
1 Gd 0.03
2 O -0.55
3 N 0.37
4 C -0.43
5 C -0.57
6 C -0.02